Record 1
Molecular formula: C4H11N3
Method: DFT, ωB97M-V with the def2-TZVPD basis set

Atoms and positions in Å:
N 0.78339 0.43449 -3.19457
C 0.13577 0.43056 -1.93977
N -0.09149 -0.51129 -1.16289
C -1.10587 -0.47015 -0.13678
C -0.75251 0.50033 1.02067
C 0.59502 0.04554 1.64157
N 0.56644 -1.18725 2.40865
H 0.95573 1.42908 -3.30934
H 1.68695 -0.02807 -3.15907
H -0.26489 1.42056 -1.65846
H -1.99720 -0.15350 -0.68462
H -1.30492 -1.41581 0.35099
H -1.53583 0.48121 1.77882
H -0.53046 1.46449 0.57938
H 0.91683 0.91603 2.22447
H 1.28404 0.03721 0.79951
H -0.40610 -1.45808 2.49022
H 1.06511 -1.93534 1.95122

HOMO level	-0.332	hartree
energy above the lowest of the compared OMol25 structures with the same formula, charge and spin	189.7	kJ/mol
SMILES	N/C=N/CCCN
charge	0
LUMO energy	1.0	eV
strongest force on any atom	2.70	eV Å⁻¹

***

Record 2
Molecular formula: C37H34IN4P2RbSSe4
Method: DFT, ωB97M-V with the def2-TZVPD basis set

Atoms and positions in Å:
Rb -0.11092 1.99487 -0.27808
Se -3.93353 4.95734 -2.16766
Se -2.70434 3.01268 -2.61661
Se -1.13765 3.36920 -4.33707
Se 0.87542 2.79108 -3.26926
C 0.79159 -2.23113 -0.79658
C 0.74551 -1.88103 0.69783
P 2.01429 -0.59462 1.17903
C 3.50906 -1.45550 0.47505
C 4.20880 -0.79714 -0.53298
C 5.33124 -1.37034 -1.12429
C 5.77054 -2.61671 -0.70771
C 5.08398 -3.28608 0.30223
C 3.96706 -2.70825 0.88575
C 2.28145 -1.05798 2.94608
C 3.48578 -0.69563 3.54951
C 3.73725 -0.98550 4.88084
C 2.77662 -1.63570 5.64528
C 1.56324 -1.97652 5.06641
C 1.31792 -1.68797 3.72873
P 0.80298 -0.78154 -1.97271
C 1.46039 -1.69992 -3.43121
C 2.71148 -1.34820 -3.92353
C 3.29086 -2.05399 -4.97270
C 2.61675 -3.12226 -5.54294
C 1.35867 -3.47743 -5.06505
C 0.78539 -2.77001 -4.01931
C -0.96491 -0.68755 -2.45727
C -2.00661 -1.00216 -1.58957
C -3.32969 -0.89493 -2.00290
C -3.61606 -0.46321 -3.28716
C -2.58182 -0.12390 -4.15315
C -1.26206 -0.22309 -3.74131
H -0.02450 -2.90816 -1.06351
H 1.72687 -2.75710 -0.99949
H 0.94146 -2.78692 1.27750
H -0.23661 -1.50339 0.99495
H 3.85989 0.17546 -0.86350
H 5.85906 -0.84030 -1.90785
H 6.64097 -3.06968 -1.16700
H 5.42443 -4.25933 0.63582
H 3.44459 -3.23505 1.67776
H 4.23889 -0.17774 2.96488
H 4.67969 -0.69069 5.32664
H 2.96398 -1.85338 6.68962
H 0.79494 -2.45701 5.65991
H 0.35141 -1.93145 3.30374
H 3.22728 -0.49912 -3.49095
H 4.26258 -1.75889 -5.34940
H 3.06240 -3.67246 -6.36319
H 0.81995 -4.30264 -5.51586
H -0.20474 -3.03612 -3.66637
H -1.79993 -1.32335 -0.57310
H -4.12829 -1.12447 -1.30705
H -4.64581 -0.34771 -3.60227
H -2.79994 0.26538 -5.13887
H -0.46649 0.09901 -4.40130
I -1.90636 5.95296 5.33942
C -1.83070 5.74906 3.26299
C -2.56259 6.60657 2.45458
C -2.50179 6.41849 1.08862
C -1.70601 5.39653 0.58936
N -0.99385 4.58589 1.36863
C -1.05766 4.74815 2.69501
H -3.16851 7.39262 2.88636
H -3.07137 7.02875 0.40105
H -1.67945 5.21434 -0.47903
H -0.48302 4.06977 3.31537
N -2.46638 -0.61984 2.24265
C -3.53351 -0.03064 1.58896
C -4.81166 -0.60740 1.63116
C -5.83101 -0.00239 0.92412
C -5.56678 1.15188 0.19822
C -4.27090 1.64099 0.21473
N -3.26450 1.06708 0.88291
H -2.70311 -1.13191 3.07660
H -1.65715 -0.00664 2.35098
H -4.97987 -1.50860 2.20923
H -6.82797 -0.42944 0.94158
H -6.32803 1.67084 -0.36738
H -4.03946 2.55818 -0.31699
S 0.30357 2.02250 5.06745
C 0.12170 1.48138 3.51753
N -0.01442 1.07908 2.42712

HOMO level	-0.031	hartree
charge	-2
LUMO energy	3.5	eV
strongest force on any atom	0.59	eV Å⁻¹

***

Record 3
Molecular formula: C9H10ClN
Method: DFT, ωB97M-V with the def2-TZVPD basis set

Atoms and positions in Å:
C -2.53141 0.06728 -0.64198
C -2.12908 0.84845 -1.70498
C -1.57217 -0.71795 -0.03485
C -0.76226 1.02852 -1.87894
C -0.22824 -0.37245 -0.12031
C 2.72445 -0.36186 -0.70726
C 2.18418 -1.08497 0.30089
C 0.29560 1.03944 2.44037
C 0.76329 -1.18677 0.45573
N 0.13965 0.52645 -1.12233
Cl 0.13917 -2.39536 1.50880
H -3.61306 -0.15204 -0.51079
H -2.94266 1.39879 -2.20928
H -1.80939 -1.48240 0.71691
H -0.51739 1.68278 -2.69979
H 3.82753 -0.12142 -0.76634
H 2.17071 0.05420 -1.43477
H 2.71121 -1.79148 1.05640
H -0.34905 0.83834 1.63934
H 0.46101 0.35721 3.22075
H 1.03792 1.82523 2.49245

HOMO level (alpha / beta)	-0.271 / -0.314	hartree
energy above the lowest of the compared OMol25 structures with the same formula, charge and spin	430.6	kJ/mol
charge	0
LUMO energy (alpha / beta)	0.3 / -1.0	eV
strongest force on any atom	4.82	eV Å⁻¹